{
  "formula": "C5H8ClNO",
  "method": "wB97M-V/def2-TZVPD",
  "species": ["C", "C", "C", "C", "C", "N", "O", "Cl", "H", "H", "H", "H", "H", "H", "H", "H"],
  "xyz": [[-1.43, -1.99, -0.25], [-1.13, -0.72, 0.02], [2.53, 2.02, 0.14], [-1.89, 0.55, -0.33], [1.09, -0.97, 0.45], [0.05, -0.32, 0.75], [3.22, 2.02, 1.11], [0.91, 2.77, 0.03], [-0.83, -2.85, 0.18], [-2.35, -2.28, -0.82], [-1.63, 0.79, -1.26], [-1.74, 1.41, 0.39], [-3.08, 0.39, -0.35], [2.93, 1.70, -0.83], [1.99, -0.63, 0.94], [1.37, -1.89, -0.16]],
  "smiles": "C=NC(=C)C.O=CCl",
  "charge": 0,
  "e_tot_ev": -21372.15260,
  "gap_ev": 9.813,
  "e_homo_ev": -9.4,
  "e_above_lowest_ev": 3.154,
  "max_force_ev_per_a": 5.573,
  "e_lumo_ev": 0.41
}